Arrangement A

2 unconnected molecules or ions with the total composition C16H17N. Source: the OMol25 dataset; level of theory: ωB97M-V with the def2-TZVPD basis set.

Calculated values
**Charge**: 0
**SMILES**: Cc1c[nH]c2ccccc12.Cc1ccccc1
**Kohn-Sham gap**: 8.93 eV

Last column: natural (NBO) charge in e.
Geometry (Å):
C  4.830  1.164  0.016  -0.624
C  3.532  0.519  -0.343  -0.065
C  3.150  -0.789  -0.089  -0.053
N  1.776  -0.882  -0.504  -0.546
C  1.291  0.413  -0.819  0.138
C  -0.069  0.808  -1.323  -0.206
C  -0.232  2.013  -1.879  -0.225
C  0.952  2.855  -1.821  -0.214
C  2.171  2.639  -1.259  -0.215
C  2.397  1.258  -0.921  -0.102
H  4.747  1.920  0.755  0.216
H  5.349  1.619  -0.927  0.204
H  5.564  0.565  0.360  0.214
H  3.671  -1.591  0.382  0.216
H  1.226  -1.590  -0.061  0.399
H  -0.963  0.200  -1.317  0.219
H  -1.162  2.266  -2.310  0.219
H  0.664  3.858  -2.074  0.198
H  3.075  3.272  -1.520  0.227
C  -0.701  -1.333  2.263  -0.633
C  -2.044  -1.361  1.696  -0.056
C  -2.908  -0.234  1.638  -0.184
C  -4.120  -0.265  0.921  -0.236
C  -4.508  -1.461  0.262  -0.207
C  -3.609  -2.553  0.212  -0.207
C  -2.485  -2.471  1.134  -0.210
H  0.173  -0.977  1.659  0.230
H  -0.637  -2.409  2.618  0.216
H  -0.697  -0.804  3.237  0.217
H  -2.768  0.620  2.351  0.215
H  -4.822  0.506  1.204  0.215
H  -5.489  -1.495  -0.271  0.215
H  -3.929  -3.491  -0.183  0.212
H  -2.308  -3.502  1.488  0.212

=====

Arrangement B

2 unconnected molecules or ions with the total composition C16H17N. Source: the OMol25 dataset; level of theory: ωB97M-V with the def2-TZVPD basis set.

Calculated values
**Charge**: 0
**SMILES**: Cc1c[nH]c2ccccc12.Cc1ccccc1
**Kohn-Sham gap**: 8.77 eV

Last column: natural (NBO) charge in e.
Geometry (Å):
C  -0.886  -2.201  0.837  -0.625
C  0.563  -2.101  1.247  -0.073
C  1.545  -3.033  1.163  -0.043
N  2.738  -2.473  1.590  -0.526
C  2.525  -1.167  1.913  0.147
C  3.405  -0.256  2.519  -0.243
C  2.950  1.022  2.654  -0.215
C  1.652  1.373  2.200  -0.236
C  0.728  0.439  1.798  -0.188
C  1.177  -0.887  1.701  -0.112
H  -1.091  -3.197  0.432  0.217
H  -1.081  -1.520  0.010  0.211
H  -1.479  -1.981  1.726  0.220
H  1.526  -4.073  0.875  0.211
H  3.657  -2.885  1.609  0.410
H  4.349  -0.573  2.872  0.210
H  3.481  1.884  3.033  0.213
H  1.445  2.438  2.162  0.206
H  -0.255  0.805  1.528  0.215
C  -0.574  0.575  -4.015  -0.636
C  -1.607  0.948  -2.995  0.008
C  -1.695  0.504  -1.682  -0.227
C  -2.589  1.122  -0.819  -0.200
C  -3.474  2.095  -1.199  -0.228
C  -3.450  2.503  -2.551  -0.200
C  -2.537  1.922  -3.387  -0.220
H  -1.016  -0.122  -4.738  0.220
H  0.278  0.093  -3.554  0.219
H  -0.282  1.419  -4.642  0.222
H  -1.025  -0.303  -1.421  0.207
H  -2.542  0.857  0.233  0.207
H  -4.249  2.501  -0.562  0.216
H  -4.056  3.332  -2.898  0.212
H  -2.525  2.211  -4.436  0.200

=====

Most stable to least stable: arrangement B, arrangement A

=====

Arrangement A

C6H6O3 in the gas phase. Source: the OMol25 dataset; level of theory: ωB97M-V with the def2-TZVPD basis set.

Calculated values
**Charge**: 0
**SMILES**: O[C@H]1COc2ccoc21
**Kohn-Sham gap**: 9.87 eV

Last column: natural (NBO) charge in e.
Geometry (Å):
O  -1.478  -1.143  0.974  -0.743
C  -1.032  -0.597  -0.434  0.005
C  -1.562  0.806  -0.175  -0.108
O  -0.575  1.738  0.012  -0.448
C  0.553  0.932  -0.113  0.287
C  1.864  0.977  0.556  -0.368
C  2.234  -0.285  0.257  0.169
O  1.457  -1.204  -0.448  -0.426
C  0.337  -0.228  -0.655  0.071
H  -1.492  -2.160  0.679  0.466
H  -1.317  -1.189  -1.261  0.197
H  -2.360  0.505  0.568  0.242
H  -2.177  0.963  -1.090  0.174
H  2.462  1.878  0.880  0.266
H  3.084  -0.992  0.252  0.216

=====

Arrangement B

A molecular structure, C6H6O3. Source: the OMol25 dataset; level of theory: ωB97M-V with the def2-TZVPD basis set.

Calculated values
**Charge**: 0
**Kohn-Sham gap**: 7.07 eV

Last column: natural (NBO) charge in e.
Geometry (Å):
C  0.873  1.053  -0.209  0.303
C  1.664  -0.142  -0.725  -0.270
C  0.888  -1.155  -1.042  -0.193
C  -0.534  -1.419  -0.893  -0.366
C  -1.049  -0.439  -0.132  0.294
C  -0.380  0.783  0.335  0.109
H  0.874  2.242  1.327  0.500
H  2.880  -0.275  -0.697  0.254
H  1.628  -2.071  -1.223  0.204
H  -1.275  -2.090  -1.214  0.229
H  -2.460  -1.432  0.306  0.475
H  -1.539  1.432  2.414  0.477
O  1.583  2.158  0.280  -0.681
O  -2.349  -0.434  0.300  -0.664
O  -0.803  1.789  1.173  -0.672

=====

Most stable to least stable: arrangement A, arrangement B

=====

Arrangement A

C2H3Cl2NO2 in the gas phase. Source: the OMol25 dataset; level of theory: ωB97M-V with the def2-TZVPD basis set.

Calculated values
**Charge**: 0
**SMILES**: CC(Cl)(Cl)[N+](=O)[O-]
**Kohn-Sham gap**: 10.60 eV

Last column: natural (NBO) charge in e.
Geometry (Å):
C  -0.409  0.349  1.023  -0.666
C  -0.302  -0.109  -0.380  0.050
Cl  -1.344  -1.434  -0.739  0.089
Cl  -0.759  1.295  -1.479  -0.013
N  1.106  -0.369  -0.803  0.469
O  1.981  0.193  -0.199  -0.329
O  1.353  -1.278  -1.619  -0.351
H  -1.475  0.669  1.295  0.253
H  0.137  1.207  1.150  0.251
H  -0.287  -0.523  1.752  0.249

=====

Arrangement B

2 unconnected molecules or ions with the total composition C2H3Cl2NO2. Source: the OMol25 dataset; level of theory: ωB97M-V with the def2-TZVPD basis set.

Calculated values
**Charge**: 0
**SMILES**: C=C(Cl)[N+](=O)[O-].Cl
**Kohn-Sham gap**: 9.86 eV

Last column: natural (NBO) charge in e.
Geometry (Å):
C  -0.003  -0.859  -0.970  -0.339
C  -1.054  -1.510  -0.526  -0.004
Cl  -1.273  -3.194  -0.586  0.074
N  -2.156  -0.813  0.169  0.489
O  -2.320  0.374  -0.156  -0.391
O  -2.696  -1.360  1.087  -0.314
H  0.956  -1.239  -1.346  0.247
H  -0.171  0.181  -0.893  0.241
Cl  -0.201  1.551  2.307  -0.268
H  -1.013  0.711  1.751  0.265

=====

Arrangement C

A molecular structure, C2H3Cl2NO2. Source: the OMol25 dataset; level of theory: ωB97M-V with the def2-TZVPD basis set.

Calculated values
**Charge**: 0
**Kohn-Sham gap**: 10.51 eV

Last column: natural (NBO) charge in e.
Geometry (Å):
C  -1.348  -0.834  0.573  0.267
C  1.009  -0.107  -0.337  0.005
N  0.277  0.519  -1.200  -0.105
O  0.108  1.843  -1.120  -0.481
O  -1.310  0.017  1.394  -0.516
Cl  1.593  -1.662  -0.488  0.104
Cl  1.626  0.601  1.076  0.044
H  -1.912  -0.670  -0.239  0.121
H  -0.891  -1.860  0.788  0.106
H  0.848  2.153  -0.449  0.455

=====

Most stable to least stable: arrangement A, arrangement C, arrangement B

=====

Arrangement A

2 unconnected molecules or ions with the total composition C2H6NO2. Source: the OMol25 dataset; level of theory: ωB97M-V with the def2-TZVPD basis set.

Calculated values
**Charge**: -1
**Kohn-Sham gap**: 7.56 eV

Last column: natural (NBO) charge in e.
Geometry (Å):
C  0.280  1.649  -2.089  -0.269
O  -0.500  2.037  -0.946  -0.797
H  0.410  0.513  -2.259  0.171
H  1.288  2.009  -1.808  0.161
H  -0.260  2.219  -2.945  0.160
C  0.059  -1.626  0.848  0.433
N  -0.636  -0.484  0.881  -0.967
O  0.798  -2.067  1.814  -0.800
H  -0.146  -2.080  -0.083  0.068
H  -0.539  1.111  -0.447  0.525
H  -0.718  -0.279  1.876  0.315

=====

Arrangement B

2 unconnected molecules or ions with the total composition C2H6NO2. Source: the OMol25 dataset; level of theory: ωB97M-V with the def2-TZVPD basis set.

Calculated values
**Charge**: -1
**Kohn-Sham gap**: 7.52 eV

Last column: natural (NBO) charge in e.
Geometry (Å):
C  -1.843  0.879  -0.289  -0.235
O  -0.758  1.260  -1.089  -0.770
H  -1.761  1.304  0.722  0.145
H  -2.759  1.291  -0.714  0.140
H  -1.967  -0.188  -0.116  0.165
C  2.154  -0.910  0.705  0.487
N  0.989  -0.596  0.138  -1.041
O  3.102  -1.596  0.275  -0.758
H  2.257  -0.543  1.755  0.035
H  -0.108  0.522  -1.004  0.518
H  0.692  -1.425  -0.383  0.314

=====

Arrangement C

A gas-phase ion, C2H6NO2 (charge -1). Source: the OMol25 dataset; level of theory: ωB97M-V with the def2-TZVPD basis set.

Calculated values
**Charge**: -1
**SMILES**: CO[C@@H](N)[O-]
**Kohn-Sham gap**: 8.26 eV

Last column: natural (NBO) charge in e.
Geometry (Å):
C  1.685  0.420  -0.729  -0.232
O  0.535  -0.307  -0.891  -0.761
C  -0.620  0.276  0.301  0.561
N  -1.664  -0.699  -0.013  -0.923
O  -0.157  0.329  1.449  -0.805
H  1.519  1.503  -0.837  0.116
H  2.138  0.285  0.269  0.146
H  2.441  0.140  -1.480  0.133
H  -0.769  1.207  -0.285  0.053
H  -1.903  -1.156  0.859  0.341
H  -1.237  -1.386  -0.622  0.371

=====

Most stable to least stable: arrangement B, arrangement C, arrangement A

=====

Arrangement A

2 unconnected molecules or ions with the total composition C2H6NO2. Source: the OMol25 dataset; level of theory: ωB97M-V with the def2-TZVPD basis set.

Calculated values
**Charge**: -1
**Kohn-Sham gap**: 7.90 eV

Last column: natural (NBO) charge in e.
Geometry (Å):
C  -1.761  0.851  0.559  -0.240
O  -1.595  0.273  -0.706  -0.809
H  -2.316  0.144  1.190  0.143
H  -0.791  1.034  1.039  0.170
H  -2.293  1.788  0.393  0.145
C  1.973  -0.932  0.050  0.463
N  1.104  -0.502  -0.837  -0.972
O  3.127  -1.411  -0.097  -0.792
H  1.705  -0.825  1.109  0.050
H  -0.638  0.065  -0.918  0.523
H  1.485  -0.485  -1.781  0.320

=====

Arrangement B

2 unconnected molecules or ions with the total composition C2H6NO2. Source: the OMol25 dataset; level of theory: ωB97M-V with the def2-TZVPD basis set.

Calculated values
**Charge**: -1
**Kohn-Sham gap**: 6.79 eV

Last column: natural (NBO) charge in e.
Geometry (Å):
C  -0.627  0.260  -0.583  -0.484
C  1.527  -0.581  -0.288  0.438
N  0.805  0.563  -0.685  -0.209
O  0.894  1.742  0.188  -0.601
O  2.722  -0.440  -0.025  -0.718
H  -0.817  -0.477  -1.436  0.182
H  -0.815  -0.036  0.490  0.236
H  -1.235  1.241  -0.795  0.184
H  0.617  -0.790  1.543  -0.639
H  1.276  -1.586  -0.653  0.140
H  0.758  1.306  1.044  0.471

=====

Most stable to least stable: arrangement A, arrangement B

=====

Arrangement A

C4H11NO in the gas phase. Source: the OMol25 dataset; level of theory: ωB97M-V with the def2-TZVPD basis set.

Calculated values
**Charge**: 0
**SMILES**: C[C@H](N)CCO
**Kohn-Sham gap**: 10.22 eV

Last column: natural (NBO) charge in e.
Geometry (Å):
C  -1.336  1.428  0.089  -0.608
C  -0.428  0.294  -0.467  -0.062
N  -1.278  -0.591  -1.221  -0.855
C  0.258  -0.359  0.716  -0.448
C  1.601  -1.002  0.433  -0.054
O  2.599  -0.030  0.080  -0.731
H  -0.877  2.135  0.786  0.199
H  -2.142  0.973  0.682  0.200
H  -1.872  1.886  -0.742  0.215
H  0.245  0.808  -1.151  0.190
H  -0.999  -0.800  -2.165  0.371
H  -1.539  -1.459  -0.777  0.363
H  0.360  0.229  1.614  0.211
H  -0.403  -1.145  1.070  0.210
H  2.005  -1.504  1.308  0.171
H  1.567  -1.722  -0.389  0.167
H  2.239  0.859  0.133  0.462

=====

Arrangement B

C4H11NO in the gas phase. Source: the OMol25 dataset; level of theory: ωB97M-V with the def2-TZVPD basis set.

Calculated values
**Charge**: 0
**SMILES**: CC[C@@H](N)CO
**Kohn-Sham gap**: 9.73 eV

Last column: natural (NBO) charge in e.
Geometry (Å):
C  -1.977  -1.020  -1.243  -0.609
C  -0.860  -1.116  -0.202  -0.415
C  -0.019  0.138  -0.111  -0.059
N  -0.710  1.136  0.683  -0.871
C  1.352  -0.151  0.522  -0.061
O  2.163  0.984  0.437  -0.727
H  -1.575  -0.574  -2.157  0.202
H  -2.349  -2.012  -1.505  0.212
H  -2.841  -0.404  -1.011  0.202
H  -1.288  -1.284  0.798  0.211
H  -0.277  -2.011  -0.413  0.205
H  0.234  0.516  -1.109  0.157
H  -0.176  1.964  0.853  0.386
H  -1.683  1.167  0.441  0.369
H  1.157  -0.465  1.541  0.163
H  1.710  -1.028  -0.029  0.156
H  3.066  0.721  0.222  0.478

=====

Most stable to least stable: arrangement B, arrangement A

=====

Arrangement A

2 unconnected molecules or ions with the total composition C4H11NO. Source: the OMol25 dataset; level of theory: ωB97M-V with the def2-TZVPD basis set.

Calculated values
**Charge**: 0
**SMILES**: CC(N)=O.CC
**Kohn-Sham gap**: 10.59 eV

Last column: natural (NBO) charge in e.
Geometry (Å):
C  -0.985  -0.493  -2.232  -0.711
C  -1.851  -1.340  -1.329  0.671
N  -1.525  -1.340  -0.007  -0.829
O  -2.788  -1.988  -1.755  -0.616
H  -1.595  0.135  -2.869  0.243
H  -0.406  -1.168  -2.852  0.238
H  -0.278  0.129  -1.681  0.205
H  -2.126  -1.845  0.621  0.403
H  -0.666  -0.943  0.336  0.394
C  1.534  0.775  0.792  -0.617
C  1.522  1.451  2.167  -0.618
H  2.163  1.243  0.033  0.214
H  1.899  -0.251  0.862  0.206
H  0.535  0.734  0.352  0.188
H  2.147  2.346  2.195  0.211
H  0.517  1.779  2.426  0.209
H  1.900  0.776  2.941  0.209

=====

Arrangement B

C4H11NO in the gas phase. Source: the OMol25 dataset; level of theory: ωB97M-V with the def2-TZVPD basis set.

Calculated values
**Charge**: 0
**SMILES**: CN(C)CCO
**Kohn-Sham gap**: 9.80 eV

Last column: natural (NBO) charge in e.
Geometry (Å):
C  -0.976  1.570  -0.194  -0.444
N  -0.411  0.493  0.595  -0.468
C  0.160  1.071  1.939  -0.454
C  0.907  -0.252  0.023  -0.274
C  0.516  -0.910  -1.306  -0.096
O  -0.108  -2.140  -1.068  -0.699
H  -1.565  2.280  0.491  0.206
H  -0.203  2.070  -0.867  0.179
H  -1.759  1.009  -0.791  0.197
H  -0.277  2.061  1.989  0.189
H  1.318  1.060  1.744  0.202
H  -0.442  0.424  2.636  0.226
H  0.862  -1.148  0.786  0.232
H  1.861  0.347  0.029  0.189
H  1.428  -1.272  -1.713  0.191
H  -0.207  -0.154  -1.907  0.167
H  -0.915  -1.889  -0.788  0.457

=====

Most stable to least stable: arrangement A, arrangement B

=====

Arrangement A

C6H6 in the gas phase. Source: the OMol25 dataset; level of theory: ωB97M-V with the def2-TZVPD basis set.

Calculated values
**Charge**: 0
**Kohn-Sham gap**: 9.85 eV

Last column: natural (NBO) charge in e.
Geometry (Å):
C  1.247  -0.101  1.119  -0.619
C  0.921  0.708  -0.118  -0.347
C  1.664  1.410  -0.940  0.238
C  -0.525  0.826  -0.607  -0.481
C  -1.050  -0.456  -1.090  0.001
C  -1.474  -1.519  -1.464  -0.237
H  0.725  0.307  1.996  0.225
H  0.920  -1.138  0.975  0.235
H  2.321  -0.103  1.336  0.233
H  -0.631  1.584  -1.402  0.264
H  -1.123  1.189  0.236  0.246
H  -1.849  -2.461  -1.800  0.242

=====

Arrangement B

C6H6 in the gas phase. Source: the OMol25 dataset; level of theory: ωB97M-V with the def2-TZVPD basis set.

Calculated values
**Charge**: 0
**SMILES**: C#CC(C)C#C
**Kohn-Sham gap**: 11.06 eV

Last column: natural (NBO) charge in e.
Geometry (Å):
C  -2.395  0.382  0.293  -0.242
C  -1.210  0.239  0.435  0.021
C  0.257  0.122  0.451  -0.371
C  0.818  1.200  -0.496  -0.572
C  0.633  -1.269  0.129  -0.004
C  0.859  -2.437  -0.057  -0.219
H  -3.448  0.487  0.163  0.240
H  0.631  0.328  1.464  0.254
H  0.413  1.071  -1.503  0.220
H  0.496  2.180  -0.128  0.218
H  1.910  1.176  -0.536  0.216
H  1.036  -3.479  -0.217  0.238

=====

Most stable to least stable: arrangement B, arrangement A